This record from the Open Molecules 2025 dataset describes an isolated molecule of C20H34N6O2. The level of theory is the ωB97M-V functional and the def2-TZVPD basis.

Structure (XYZ):
```
62
Properties=species:S:1:pos:R:3:forces:R:3
O 4.111620 -2.174563 2.980740 0.00 0.00 0.00
O -0.335654 -2.676302 0.641793 0.00 0.00 0.00
N -3.186850 -3.288589 0.458589 0.00 0.00 0.00
N -0.756486 -0.814086 -0.567427 0.00 0.01 0.00
N -4.724137 -1.817032 0.537156 0.00 0.00 0.00
N 3.428233 -0.484899 1.644196 0.02 0.20 0.07
N -5.549458 0.673348 2.062366 0.00 0.00 0.00
N -4.458360 -3.131248 0.595895 0.00 0.00 0.00
C 2.112919 -5.054453 0.496962 0.00 0.00 0.00
C -6.234406 -0.610176 2.062657 0.00 0.00 0.00
C 4.292737 -3.125933 -0.075330 0.00 0.00 -0.01
C -6.319641 1.691767 1.368866 0.00 0.00 0.00
C 3.597956 -1.812439 1.933848 -0.01 0.00 0.01
C 1.291687 0.097522 0.439925 0.00 -0.16 0.16
C -5.236164 1.105403 3.414820 0.00 0.00 0.00
C 3.147430 -2.821831 0.895768 0.00 -0.01 0.01
C 2.687555 -4.118900 1.553978 0.00 0.00 0.00
C -2.607810 -2.069129 0.300065 0.00 0.00 0.00
C 2.619186 -6.241233 -1.700600 0.00 0.00 0.00
C 3.945973 -4.274316 -0.982908 0.00 0.00 0.00
C 0.799933 0.339814 -2.030882 0.00 0.00 0.00
C -1.138798 -1.908397 0.147999 0.00 -0.01 0.00
C 2.959861 -5.135025 -0.746211 0.00 0.00 0.00
C 3.767225 0.503203 2.651414 0.00 0.00 0.00
C -6.083322 -1.348747 0.741251 0.00 0.00 0.00
C 0.653866 -0.539043 -0.798826 0.01 0.17 -0.09
C 2.831799 0.034801 0.424655 -0.02 -0.20 -0.15
C -3.592806 -1.113913 0.351973 0.00 0.00 0.00
H 2.296283 -2.431928 0.337199 0.00 0.00 0.00
H -4.604343 0.364181 3.903364 0.00 0.00 0.00
H 4.555744 1.168688 2.290130 0.00 0.00 0.00
H 1.139673 -1.500173 -0.985276 0.00 0.00 0.00
H -6.372347 -0.722646 -0.102907 0.00 0.00 0.00
H -5.753380 2.622396 1.337487 0.00 0.00 0.00
H 0.930805 1.125412 0.535648 0.00 0.00 0.00
H -1.447627 -0.319226 -1.104814 0.00 0.00 0.00
H 2.891396 1.108045 2.902512 0.00 0.00 0.00
H 5.195344 -3.352196 0.503597 0.00 0.00 0.00
H 0.396787 -0.150185 -2.918101 0.00 0.00 0.00
H -6.705808 -2.241150 0.730999 0.00 0.00 0.00
H 3.159478 -0.575004 -0.419828 0.00 0.00 0.00
H 3.259912 1.024702 0.259964 0.00 0.00 0.00
H 1.998919 -6.061321 0.910700 0.00 0.00 0.00
H -6.138770 1.254399 4.028685 0.00 0.00 0.00
H -6.522862 1.391963 0.340692 0.00 0.00 0.00
H -7.308168 -0.497695 2.286017 0.00 0.00 0.00
H 1.936400 -3.906660 2.315514 0.00 0.00 0.00
H -3.587537 -0.039028 0.332377 0.00 0.00 0.00
H 1.851072 0.560987 -2.217440 0.00 0.00 0.00
H 0.281415 1.291954 -1.888215 0.00 0.00 0.00
H 4.541727 -4.387514 -1.884410 0.00 0.00 0.00
H -4.691529 2.048867 3.380084 0.00 0.00 0.00
H 1.104433 -4.727673 0.221648 0.00 0.00 0.00
H 2.742623 -7.216442 -1.222386 0.00 0.00 0.00
H 4.114394 -0.010738 3.541615 0.00 0.00 0.00
H 3.539291 -4.578262 2.059387 0.00 0.00 0.00
H 4.536962 -2.245057 -0.678109 0.00 0.00 0.00
H 0.942672 -0.452395 1.315522 0.00 0.00 0.00
H 1.572282 -6.172901 -2.008648 0.00 0.00 0.00
H -5.805411 -1.235739 2.847286 0.00 0.00 0.00
H 3.244561 -6.212323 -2.592762 0.00 0.00 0.00
H -7.284489 1.890776 1.862957 0.00 0.00 0.00
```
Forces are in eV/Å.

Summary:
Max |F| in eV Å⁻¹: 0.25
ΔE to the lowest compared entry with this formula, charge and spin in eV: 1.0777
Electronic energy in eV: -34327.287
LUMO level in eV: 0.39
Structure (SMILES): CC1=CC[C@H](C(=O)N(C)CC[C@H](C)NC(=O)c2cn(CCN(C)C)nn2)CC1
Highest occupied orbital energy in eV: -8.50
Charge: 0
Kohn-Sham gap in eV: 8.89


This record from the Open Molecules 2025 dataset describes the ion C20H34NO2 with charge +1. The level of theory is the ωB97M-V functional and the def2-TZVPD basis.

Structure (XYZ):
```
57
Properties=species:S:1:pos:R:3:forces:R:3
O 1.524300 0.469826 1.403215 0.13 -0.27 -0.33
O 0.215934 2.641101 0.050898 -0.33 0.02 -0.12
N 1.711075 -1.835903 0.220702 -0.20 0.29 0.06
C 1.199932 2.877404 1.021646 0.21 -0.33 0.35
C 1.296527 1.724189 2.031436 -0.28 0.42 -0.08
C -2.049622 2.427749 -0.646053 0.14 -0.06 -0.04
C -3.395294 2.621000 -0.366290 0.08 0.02 0.07
C -2.761455 1.471932 -2.896294 0.16 0.06 0.20
C -2.914857 3.528570 1.789694 -0.11 -0.03 -0.06
C -0.800891 0.542442 -1.706515 -0.07 0.14 -0.06
C -3.834308 3.162772 0.830250 -0.07 0.06 0.13
C 1.100575 -3.391826 2.076431 0.00 -0.22 -0.12
C 0.340501 -4.723277 -0.004012 -0.20 0.02 0.17
C 1.105022 -2.480326 -0.968534 -0.58 -0.26 -0.56
C 0.472602 -4.674106 1.520129 0.03 0.04 -0.11
C -0.069998 -3.397303 -0.644807 0.28 -0.21 0.01
C -1.592584 1.833307 -1.974010 0.11 -0.06 -0.14
C 2.223203 -2.805410 1.224139 0.10 -0.34 0.74
C 2.842253 0.220878 0.957191 0.05 -0.12 0.13
C -1.564456 3.349381 1.544787 0.31 0.01 0.02
C -0.715010 2.850686 -2.715495 0.01 -0.08 0.07
C -1.123942 2.811973 0.343178 -0.12 0.00 0.09
C 2.732350 -0.828066 -0.157115 0.33 0.76 0.02
H 2.395555 -0.331499 -1.069112 -0.06 -0.15 0.06
H 0.335451 -2.625536 2.220263 0.00 0.07 0.08
H -0.406934 -5.478513 -0.245383 0.06 -0.05 -0.07
H 0.169919 3.100625 -2.140257 0.07 0.06 -0.04
H 3.314164 1.120780 0.552421 0.00 -0.11 -0.04
H 3.690691 -1.312090 -0.347145 -0.10 -0.08 0.01
H -3.233697 3.954744 2.728216 -0.03 0.04 0.08
H -3.418290 0.735164 -2.439341 -0.13 -0.07 0.02
H -2.370439 1.046135 -3.818323 0.05 -0.03 -0.07
H 1.046379 3.819297 1.558083 0.05 -0.05 -0.04
H 0.053071 0.751963 -1.070395 0.13 -0.08 0.07
H 3.458005 -0.132306 1.797216 -0.05 0.06 -0.12
H -0.862425 3.650831 2.306533 0.08 0.02 0.05
H 2.131789 2.965200 0.453411 -0.08 0.07 0.12
H -0.561917 -3.608742 -1.595098 -0.01 0.13 -0.01
H -4.137680 2.348435 -1.096327 -0.05 -0.06 -0.13
H 0.338669 1.596547 2.540168 0.15 0.10 0.04
H 0.757092 -1.684533 -1.629684 0.17 0.06 0.13
H 1.275582 -5.060418 -0.454946 0.03 -0.06 -0.06
H -0.796200 -2.878757 -0.017932 -0.14 0.11 -0.03
H 2.775171 -3.589109 0.704087 0.05 0.14 -0.11
H -4.890283 3.297660 1.003717 -0.10 0.01 0.02
H 1.887656 -3.044258 -1.482203 0.05 0.11 0.07
H 1.065689 -5.533032 1.834897 -0.03 -0.03 0.09
H 0.981247 -1.271110 0.690883 0.11 -0.12 -0.11
H -0.404084 2.446902 -3.676798 0.02 -0.04 -0.14
H -0.512980 -4.784947 1.972357 -0.01 -0.07 0.04
H 1.499406 -3.616335 3.065930 0.01 0.15 0.01
H -1.444225 -0.187635 -1.216639 -0.06 -0.15 0.05
H 2.916364 -2.269664 1.872481 0.00 0.05 -0.15
H -1.278398 3.763178 -2.893464 -0.05 0.12 -0.06
H 2.078348 1.932824 2.769817 -0.04 -0.01 0.00
H -3.339999 2.352970 -3.159372 -0.13 0.08 -0.05
H -0.454555 0.128231 -2.652628 0.04 -0.09 -0.14
```
Forces are in eV/Å.

Summary:
Max |F| in eV Å⁻¹: 0.85
ΔE to the lowest compared entry with this formula, charge and spin in eV: 0.9821
Electronic energy in eV: -26870.768
LUMO level in eV: -2.13
Structure (SMILES): CC(C)(C)c1ccccc1OCCOCC[NH+]1CCCCCC1
Highest occupied orbital energy in eV: -10.81
Charge: +1
Kohn-Sham gap in eV: 8.68


This record from the Open Molecules 2025 dataset describes a cluster of 5 separate species, C20H34O8 in total at a distorted geometry. The level of theory is the ωB97M-V functional and the def2-TZVPD basis.

Structure (XYZ):
```
62
Properties=species:S:1:pos:R:3:forces:R:3
O 1.462904 -2.544715 -0.787362 0.31 0.80 1.00
O 3.513474 -2.537765 0.191928 -0.95 0.17 -1.35
O -1.085776 -0.214025 -0.097292 -0.73 -1.12 0.10
O 0.586974 -4.651345 7.712168 -0.38 1.75 -2.76
O 0.922194 -4.423515 5.462708 0.07 0.32 1.04
O -0.063536 0.412785 -4.199182 1.16 1.84 1.75
O -0.192326 -0.784405 1.863818 0.71 1.53 -2.73
O -3.339776 3.404355 3.224588 -0.85 2.05 1.11
C -1.692096 3.928165 1.595128 -1.05 0.50 0.33
C 0.955214 0.900085 0.354248 -0.90 -1.29 -0.30
C -0.954176 0.721355 -1.128472 0.47 2.16 0.20
C -0.347806 1.796075 -4.476132 -0.90 -0.14 -0.41
C 3.236074 -3.051355 -2.207102 0.91 0.72 0.09
C 0.504594 1.108225 -1.068272 0.87 0.07 -1.26
C -1.211306 4.605235 2.927468 -0.63 -1.92 0.18
C -0.006956 -0.272695 -5.395792 -1.23 -1.35 -0.55
C 0.871184 -2.780055 -2.056762 0.25 -1.70 -0.10
C -2.238526 3.987605 3.975038 0.47 -0.31 -1.28
C -0.685386 -2.763995 4.956168 0.74 -1.15 -0.46
C -2.938136 3.013265 1.956358 2.46 0.61 0.10
C 2.830254 -2.660175 -0.798662 -0.46 -1.43 0.92
C -0.111046 1.964755 -5.972682 -0.43 0.92 -1.08
C 2.021004 -2.701815 -3.039032 -0.16 1.74 -1.10
C -0.090086 -0.155805 0.801478 -0.15 -0.78 3.36
C -0.422926 -2.760185 6.465148 0.17 1.13 -0.40
C 0.659024 -3.440635 4.465838 -1.73 1.31 0.33
C 0.405054 -4.007685 6.672268 0.37 -1.95 2.04
C 0.522854 0.721605 -6.456522 0.71 -2.42 1.43
H 4.096794 -2.391815 -2.317892 0.05 0.04 -0.79
H 0.163904 2.532595 -3.856622 0.60 -0.56 0.16
H -1.456956 1.653255 -0.869862 -0.91 -0.16 0.19
H -1.038536 1.969985 -6.545262 -0.32 0.75 0.37
H 1.978204 0.524435 0.376108 -0.16 0.07 0.54
H -1.893666 3.111985 4.524998 0.84 0.38 0.27
H 0.573944 -3.827385 -2.110052 -0.42 -0.21 0.48
H 3.645824 -4.050735 -2.353522 -0.37 -0.17 0.53
H 0.982934 0.414555 -1.759732 0.65 0.30 0.00
H 0.154534 -1.861365 6.681418 0.79 -0.10 0.00
H 0.530214 2.778335 -6.311762 -0.39 0.46 0.46
H 1.829824 -3.216715 -3.980542 0.19 -0.61 0.34
H 0.261494 0.471985 -7.484852 0.37 -0.07 0.13
H -1.203576 5.695115 2.941428 -0.47 -0.10 -0.27
H -2.115966 4.708245 0.962738 0.36 0.04 -0.27
H 0.613434 -3.890755 3.474158 0.01 -0.06 0.27
H -0.814916 -1.805985 4.452648 -0.16 -0.05 0.26
H 1.589564 0.743195 -6.233452 0.27 0.02 -0.71
H -1.500996 -3.450905 4.730248 -0.20 0.19 -0.14
H -2.521226 4.787115 4.659858 -0.71 -0.34 -0.02
H 0.471494 -1.226615 -5.173942 0.92 0.21 -0.45
H -0.948206 3.366355 1.030238 0.15 0.18 0.17
H -1.308146 0.404175 -2.109392 0.13 -0.50 0.35
H -1.031306 -0.625205 -5.516372 -0.51 0.17 -1.16
H 0.814224 1.825505 0.912658 0.18 -0.25 0.38
H 2.113754 -1.671335 -3.381982 0.14 0.32 0.13
H -0.046186 -2.202305 -2.169672 0.47 0.47 -0.16
H -1.405696 1.945845 -4.260382 -0.23 0.11 -0.01
H 1.366924 -2.611935 4.480708 0.64 -0.39 -0.05
H -2.619866 1.978765 2.085278 -0.12 -0.38 -0.86
H 0.705844 2.150045 -1.317672 -0.14 -0.16 -0.65
H -0.182456 4.327135 3.155978 -0.05 -0.24 0.14
H -3.678116 3.204245 1.179138 -0.39 -0.51 0.39
H -1.238016 -2.573185 7.164278 -0.30 -0.93 -0.22
```
Forces are in eV/Å.

Summary:
Max |F| in eV Å⁻¹: 3.45
ΔE to the lowest compared entry with this formula, charge and spin in eV: 0.9703
Electronic energy in eV: -37669.067
LUMO level in eV: 0.38
Structure (SMILES): O=C1CCCO1.O=C1CCCO1.O=C1CCCO1.C1CCOC1.C1CCOC1
Highest occupied orbital energy in eV: -9.62
Charge: 0
Kohn-Sham gap in eV: 10.00